# 1
16 unconnected molecules or ions with the total composition C53H74O48. Source: the Open Molecules 2025 dataset; level of theory: wB97M-V/def2-TZVPD.

XYZ file:
```
175
Properties=species:S:1:pos:R:3:forces:R:3:mulliken_charge:R:1
C 19.189 -14.682 0.555 -2.4 -0.1 -0.3 0.645
C 19.884 -13.405 0.249 -0.5 0.0 -1.6 -0.259
O 20.862 -13.383 1.208 2.1 2.1 0.9 -0.361
C 20.858 -14.459 1.968 6.4 1.3 2.4 0.715
O 21.754 -14.696 2.786 -2.4 0.5 -1.2 -0.644
O 19.967 -15.253 1.601 -4.1 -3.7 -1.0 -0.380
H 19.084 -15.305 -0.333 0.4 -0.5 0.4 -0.383
H 18.172 -14.438 0.860 -0.1 -0.6 0.6 0.119
H 19.297 -12.490 0.334 -0.1 -0.2 -0.3 0.272
H 20.259 -13.604 -0.755 0.6 1.2 -0.1 0.291
C 14.583 -20.943 -3.284 -0.5 0.0 0.1 0.996
C 14.153 -20.446 -4.694 1.6 -0.6 -0.4 0.272
O 12.753 -20.560 -4.697 -1.7 0.0 1.2 -0.277
C 12.342 -21.370 -3.716 0.4 -3.3 1.4 0.575
O 11.248 -21.855 -3.500 2.3 1.8 -0.6 -0.574
O 13.541 -21.876 -2.988 -2.9 1.7 -1.3 -0.453
H 14.604 -20.130 -2.559 -0.2 0.2 0.0 -0.530
H 15.474 -21.540 -3.090 0.4 0.4 -1.0 -0.098
H 14.449 -21.123 -5.496 0.6 -0.2 0.1 0.253
H 14.431 -19.441 -5.010 0.0 0.1 0.6 -0.261
C 11.258 -16.879 5.421 0.4 1.5 0.5 0.099
C 11.918 -17.070 6.803 -0.5 3.4 -1.7 -0.518
O 13.055 -17.770 6.472 1.9 -3.6 0.4 -0.388
C 13.286 -17.797 5.154 1.1 -0.1 -0.2 0.417
O 14.197 -18.282 4.547 0.4 -0.5 0.9 -0.533
O 12.400 -17.077 4.525 -3.3 0.3 -0.4 0.252
H 10.962 -15.846 5.236 -0.2 -0.1 0.2 0.126
H 10.362 -17.496 5.357 0.5 -0.5 -1.0 0.075
H 11.175 -17.380 7.538 0.9 -0.8 0.2 0.355
H 12.411 -16.124 7.027 -1.0 0.6 1.0 0.300
C 14.267 -18.073 1.174 -2.4 1.2 0.7 0.458
C 13.758 -16.617 0.947 4.3 -1.0 1.0 0.151
O 14.346 -16.428 -0.343 -0.8 4.4 -0.6 -0.494
C 14.541 -17.517 -1.005 1.0 -0.5 -2.5 0.216
O 15.017 -17.606 -2.141 -1.4 -0.1 2.8 -0.139
O 14.131 -18.471 -0.193 0.2 -4.4 0.5 0.165
H 13.525 -18.345 1.925 -0.6 -1.6 -0.8 -0.541
H 15.166 -18.410 1.691 0.7 0.8 -0.8 0.219
H 14.433 -16.002 1.542 -1.1 0.7 0.5 0.198
H 12.684 -16.572 1.130 0.1 0.5 -0.8 -0.053
C 16.992 -15.060 -3.903 -2.1 -1.9 -0.5 0.220
C 16.898 -14.558 -2.544 -2.4 0.5 2.0 0.226
O 17.860 -13.552 -2.468 0.2 1.2 0.7 -0.356
C 18.724 -13.742 -3.474 1.5 2.0 -0.3 0.588
O 19.706 -13.041 -3.637 -1.5 -1.8 0.1 -0.613
O 18.256 -14.722 -4.253 3.9 -0.3 -1.4 -0.280
H 16.389 -14.684 -4.729 -0.8 0.3 0.6 0.026
H 16.713 -16.101 -3.743 0.8 -0.6 -1.0 0.025
H 17.066 -15.245 -1.715 0.4 -0.6 -0.4 -0.074
H 15.854 -14.280 -2.395 0.1 1.0 0.4 0.274
C 8.534 -22.337 0.342 -0.6 0.4 -1.2 -0.173
C 9.167 -21.463 -0.724 -0.3 0.3 0.5 0.777
O 8.029 -20.625 -1.192 1.4 -0.2 -1.4 -0.354
C 7.035 -20.647 -0.334 -2.1 3.1 1.9 0.698
O 6.089 -19.810 -0.205 3.6 -3.6 -1.1 -0.629
O 7.296 -21.581 0.589 0.1 -1.6 1.6 -0.406
H 9.216 -22.521 1.173 -0.6 0.7 0.6 0.131
H 8.347 -23.342 -0.033 -0.7 0.1 -0.1 0.361
H 9.650 -22.070 -1.489 -0.4 0.6 -0.4 0.315
H 9.896 -20.803 -0.255 -0.1 0.2 -0.4 -0.573
C 17.574 -21.372 -0.936 0.4 -3.8 -0.3 -0.560
C 18.651 -21.694 -2.055 -1.4 -0.6 2.2 -0.360
O 19.158 -20.391 -2.257 -1.9 1.3 0.4 -0.254
C 18.173 -19.526 -1.784 1.4 6.4 -1.4 0.193
O 18.285 -18.263 -1.846 -0.3 -5.5 0.2 -0.501
O 17.076 -20.129 -1.287 1.4 0.6 0.2 0.150
H 18.065 -21.525 0.025 0.2 1.3 0.4 0.410
H 16.766 -22.095 -0.826 -0.3 0.0 -0.7 0.252
H 18.164 -22.179 -2.901 0.4 0.4 -0.4 0.264
H 19.422 -22.324 -1.612 0.0 0.0 -0.4 0.344
C 8.231 -13.962 2.018 0.9 -1.1 -1.6 0.142
C 8.497 -14.869 3.170 2.1 -0.5 -0.1 0.883
O 7.849 -14.205 4.177 0.5 -3.1 4.8 -0.408
C 7.224 -13.156 3.835 -2.5 3.5 1.0 0.638
O 6.574 -12.413 4.556 1.2 -1.4 -1.3 -0.633
O 7.427 -13.005 2.555 -2.4 3.0 -1.6 -0.406
H 7.699 -14.633 1.345 0.0 1.0 -1.0 -0.004
H 9.073 -13.384 1.637 0.3 -0.9 -0.5 0.211
H 9.553 -14.872 3.439 0.1 -0.4 -0.1 -0.323
H 8.142 -15.888 3.012 -0.1 0.1 0.3 -0.146
C 12.572 -18.283 -7.994 -2.1 -0.9 -2.2 -0.545
C 13.979 -18.645 -8.453 -1.8 -0.4 1.0 -0.224
O 14.720 -17.843 -7.531 3.8 -1.7 -3.6 -0.184
C 14.046 -17.353 -6.598 -1.1 4.4 5.8 0.302
O 14.580 -16.678 -5.644 -2.8 -3.2 -3.9 -0.257
O 12.698 -17.595 -6.827 1.9 1.3 3.0 -0.180
H 11.969 -19.181 -7.859 0.1 -0.2 0.4 0.300
H 11.947 -17.700 -8.670 0.4 0.4 -0.3 0.259
H 14.132 -18.486 -9.520 0.6 0.3 0.4 0.337
H 14.037 -19.693 -8.159 1.0 0.0 -0.4 0.252
C 14.604 -25.083 2.265 1.4 -1.3 -0.1 -0.316
C 14.974 -23.953 1.338 3.3 0.2 -1.1 -0.212
O 13.886 -23.184 1.212 -3.2 1.4 0.6 -0.087
C 12.860 -23.830 1.775 -2.7 2.7 -0.6 0.463
O 11.736 -23.430 1.532 1.1 -1.5 1.2 -0.570
O 13.285 -24.764 2.632 -1.0 -0.3 -0.2 -0.327
H 15.267 -25.206 3.121 -0.3 0.6 0.3 0.301
H 14.681 -26.054 1.776 -0.5 0.0 -0.2 0.242
H 15.122 -24.136 0.274 1.3 -1.3 0.2 0.255
H 15.759 -23.304 1.729 0.4 -0.3 0.0 0.221
C 12.642 -13.592 -4.378 -1.4 -0.6 1.1 0.221
C 11.578 -12.567 -4.677 -0.5 2.0 -1.3 -0.341
O 10.818 -13.137 -5.744 -1.0 -0.8 -0.2 -0.348
C 11.191 -14.389 -6.002 -1.0 -2.2 -3.4 0.624
O 10.620 -15.151 -6.877 3.0 3.5 4.6 -0.633
O 12.347 -14.639 -5.292 -0.9 -1.1 -1.5 -0.111
H 12.300 -13.979 -3.419 1.0 -0.1 0.4 -0.003
H 13.698 -13.322 -4.392 -0.3 0.1 -0.2 0.233
H 11.877 -11.613 -5.111 0.7 0.0 0.2 0.266
H 10.892 -12.293 -3.876 0.1 -0.5 0.2 0.158
C 17.984 -18.705 -6.449 0.0 0.6 -0.5 -1.146
C 19.500 -18.362 -6.331 -1.0 -0.8 0.3 0.322
C 19.926 -17.544 -5.054 -0.2 -1.3 -1.8 0.252
O 21.117 -18.227 -4.626 -0.6 -0.9 -0.7 -0.384
C 21.087 -19.533 -5.172 1.9 1.0 3.0 0.640
O 21.819 -20.391 -4.739 -1.1 0.8 -1.1 -0.580
O 20.158 -19.613 -6.076 -0.4 -1.1 -0.9 -0.385
H 17.471 -17.955 -7.051 0.0 0.5 0.5 0.391
H 17.451 -18.849 -5.509 0.3 0.4 0.3 0.003
H 17.706 -19.593 -7.016 1.0 -0.4 -0.1 0.461
H 19.884 -18.037 -7.298 0.0 0.4 0.2 0.290
H 19.083 -17.761 -4.399 0.4 0.8 0.8 -0.199
H 20.155 -16.509 -5.307 -0.2 -0.1 0.5 0.337
C 17.381 -17.058 3.958 -0.3 -1.5 -1.0 -1.254
C 18.178 -16.574 5.082 1.1 -1.0 0.7 0.276
C 19.121 -15.377 4.890 -2.1 -1.4 -1.5 0.280
O 18.301 -14.384 5.432 -0.5 2.3 1.7 -0.376
C 17.232 -14.862 6.143 0.4 1.7 1.2 0.625
O 16.482 -14.190 6.814 0.7 -0.3 -1.2 -0.591
O 17.195 -16.160 6.064 0.5 -1.1 -0.1 -0.334
H 17.967 -17.647 3.252 0.4 0.6 -0.4 0.479
H 16.803 -16.266 3.481 -0.1 -0.2 -0.1 0.227
H 16.772 -17.862 4.370 -0.8 0.4 0.0 0.331
H 18.765 -17.395 5.492 -0.3 -0.1 0.3 0.369
H 19.113 -15.112 3.833 0.8 -0.4 0.0 -0.433
H 20.109 -15.626 5.278 -0.1 1.0 0.4 0.398
C 10.350 -15.814 -2.075 -2.0 1.0 -1.5 -0.806
C 8.981 -15.356 -2.746 1.1 -3.0 2.1 0.241
C 7.767 -15.505 -1.806 -0.8 -0.4 -1.9 -0.181
O 7.345 -14.180 -1.515 1.9 1.5 -0.5 -0.351
C 8.175 -13.354 -2.228 0.1 5.5 1.0 0.519
O 8.241 -12.095 -2.072 -0.5 -5.6 -0.8 -0.609
O 8.967 -14.018 -3.125 -0.7 0.9 0.8 -0.248
H 10.972 -15.662 -2.957 1.1 0.1 0.7 -0.056
H 10.291 -16.880 -1.856 0.0 0.1 0.1 0.295
H 10.501 -15.209 -1.181 0.6 -0.1 -0.2 0.332
H 8.874 -16.057 -3.574 -0.3 0.6 -0.4 0.483
H 7.907 -16.113 -0.913 0.0 0.2 -0.2 0.045
H 6.992 -15.848 -2.491 -0.4 -0.8 0.7 0.335
C 14.783 -10.787 5.192 0.2 0.4 2.5 -1.560
C 14.311 -12.093 4.693 0.2 -0.4 2.1 0.969
C 12.902 -12.573 5.150 0.6 0.2 -0.8 -0.153
O 12.301 -12.676 3.847 -1.4 -0.8 1.3 -0.261
C 13.098 -12.219 2.884 -3.9 0.2 -4.8 0.570
O 12.657 -12.092 1.721 1.9 -0.5 3.2 -0.659
O 14.250 -11.905 3.334 1.3 0.1 -2.2 -0.275
H 14.154 -9.923 4.978 0.1 -0.2 -1.0 0.389
H 15.843 -10.667 4.966 -0.2 0.4 0.0 0.338
H 14.623 -10.798 6.270 0.7 -0.2 0.4 0.409
H 15.007 -12.918 4.847 0.3 0.3 0.5 -0.149
H 12.330 -11.944 5.832 0.1 0.7 -0.5 0.289
H 12.911 -13.517 5.695 0.3 -0.4 -0.6 0.061
C 8.380 -19.789 3.169 -0.5 1.3 0.8 -1.581
C 9.784 -19.287 3.227 1.8 -1.2 -0.2 0.252
C 10.740 -19.951 2.275 1.5 -1.4 1.7 0.132
O 10.688 -19.155 1.149 -0.8 1.1 -2.5 -0.374
C 10.000 -17.970 1.474 1.2 -2.0 -1.9 0.035
O 9.537 -17.159 0.755 0.3 0.4 -1.2 -0.682
O 9.972 -17.948 2.741 -1.6 1.2 4.7 -0.104
H 8.291 -20.851 2.940 0.0 0.2 0.1 0.248
H 7.800 -19.152 2.500 -0.2 -0.4 -0.3 0.279
H 8.041 -19.540 4.175 -0.9 -0.5 -0.1 0.466
H 10.203 -19.371 4.230 -0.1 0.4 0.0 0.913
H 10.658 -21.031 2.150 -1.0 0.1 -0.9 -0.072
H 11.730 -19.980 2.731 0.6 0.8 -0.1 0.070
```
Positions in Å, forces in eV/Å.

Electronic energy = -154431.91011 eV
Orbital gap = 9.9 eV
Highest occupied orbital energy = -10.453 eV
ΔE to the lowest compared entry with this formula, charge and spin = 514.7 kJ/mol
F_max = 7.3 eV Å⁻¹
E_LUMO = -0.51 eV


# 2
2 unconnected molecules or ions with the total composition C4H6N2O. Source: the Open Molecules 2025 dataset; level of theory: wB97M-V/def2-TZVPD.

XYZ file:
```
13
Properties=species:S:1:pos:R:3:forces:R:3:mulliken_charge:R:1
C 1.003 1.404 -1.319 0.2 -1.8 3.7 -1.077
C 0.809 0.448 -0.337 0.3 0.9 -1.8 0.711
C -0.307 -0.548 -0.396 -3.7 0.3 1.1 -1.171
C 1.910 0.157 0.689 0.1 1.8 -2.8 0.028
O 2.797 0.938 0.940 -0.5 -0.5 0.6 -0.473
H 0.317 1.654 -2.077 -0.7 0.0 -0.6 0.459
H 1.875 2.002 -1.180 0.5 0.5 -0.2 0.301
H -1.161 -0.262 -1.116 1.8 -0.5 0.5 0.292
H -0.963 -0.574 0.563 1.4 0.3 -1.0 0.300
H -0.077 -1.615 -0.500 0.5 0.4 -0.4 0.320
H 1.955 -0.895 0.875 0.1 -1.1 1.1 0.319
N 1.197 0.268 -4.499 -0.7 0.0 0.4 -0.122
N 0.287 0.250 -3.892 0.6 -0.2 -0.8 0.114
```
Positions in Å, forces in eV/Å.

Electronic energy = -9272.12715 eV
Orbital gap = 10.0 eV
Highest occupied orbital energy = -9.858 eV
ΔE to the lowest compared entry with this formula, charge and spin = 132.6 kJ/mol
F_max = 4.1 eV Å⁻¹
E_LUMO = 0.15 eV


# 3
A single C4H7P molecule. Source: the Open Molecules 2025 dataset; level of theory: wB97M-V/def2-TZVPD.

XYZ file:
```
12
Properties=species:S:1:pos:R:3:forces:R:3:mulliken_charge:R:1
C -0.598 0.528 0.933 1.5 -2.5 -2.1 0.038
C -0.314 -0.663 0.365 0.0 4.5 1.6 -0.189
C -0.211 -1.916 -0.147 0.4 -3.7 -0.4 -0.565
C 0.340 1.666 1.021 0.7 1.6 -0.7 -0.979
P -0.648 -2.541 -1.801 3.8 -1.5 1.1 -0.016
H -1.539 0.606 1.370 -2.2 0.9 0.1 0.409
H 0.497 -2.547 0.408 0.5 0.3 -0.8 0.331
H 0.121 2.265 1.868 -0.5 0.8 0.9 0.339
H 0.409 2.411 0.131 -0.7 -1.5 1.1 0.227
H 1.362 1.409 1.174 0.9 -0.8 -0.1 0.376
H 0.082 -1.434 -2.383 -0.3 -0.3 -0.2 0.036
H -1.773 -1.959 -1.863 -4.0 2.1 -0.6 -0.007
```
Positions in Å, forces in eV/Å.

Electronic energy = -13543.38587 eV
⟨S²⟩ = 2.0103
Orbital gap (spin up / spin down) = 6.5 / 6.9 eV
Highest occupied orbital energy (spin up / spin down) = -5.502 / -9.112 eV
Multiplicity = 3
ΔE to the lowest compared entry with this formula, charge and spin = 217.0 kJ/mol
F_max = 4.8 eV Å⁻¹
E_LUMO (spin up / spin down) = 1.01 / -2.24 eV


> What is the formula in the third record?

C4H7P


> electronic energy of number 1 (C53H74O48)?

-154431.91011 eV


> What is the formula in the third record?

C4H7P


Repeat the second record exactly.
2 unconnected molecules or ions with the total composition C4H6N2O. Source: the Open Molecules 2025 dataset; level of theory: wB97M-V/def2-TZVPD.

XYZ file:
```
13
Properties=species:S:1:pos:R:3:forces:R:3:mulliken_charge:R:1
C 1.003 1.404 -1.319 0.2 -1.8 3.7 -1.077
C 0.809 0.448 -0.337 0.3 0.9 -1.8 0.711
C -0.307 -0.548 -0.396 -3.7 0.3 1.1 -1.171
C 1.910 0.157 0.689 0.1 1.8 -2.8 0.028
O 2.797 0.938 0.940 -0.5 -0.5 0.6 -0.473
H 0.317 1.654 -2.077 -0.7 0.0 -0.6 0.459
H 1.875 2.002 -1.180 0.5 0.5 -0.2 0.301
H -1.161 -0.262 -1.116 1.8 -0.5 0.5 0.292
H -0.963 -0.574 0.563 1.4 0.3 -1.0 0.300
H -0.077 -1.615 -0.500 0.5 0.4 -0.4 0.320
H 1.955 -0.895 0.875 0.1 -1.1 1.1 0.319
N 1.197 0.268 -4.499 -0.7 0.0 0.4 -0.122
N 0.287 0.250 -3.892 0.6 -0.2 -0.8 0.114
```
Positions in Å, forces in eV/Å.

Electronic energy = -9272.12715 eV
Orbital gap = 10.0 eV
Highest occupied orbital energy = -9.858 eV
ΔE to the lowest compared entry with this formula, charge and spin = 132.6 kJ/mol
F_max = 4.1 eV Å⁻¹
E_LUMO = 0.15 eV